Entry 1:
DFT (wB97M-V/def2-TZVPD) results for the molecule CH2O2S2 in a non-equilibrium geometry.

Calculated values
- orbital gap (eV) = 8.53
- HOMO energy (eV) = -9.0

```
7
Properties=species:S:1:pos:R:3:forces:R:3:nbo_charge:R:1
S -0.6516 1.4554 0.6307 1.7359 -2.9751 -1.8015 -0.16
S -0.5212 -1.1937 -1.0452 1.6702 -0.0318 1.5510 1.05
O -1.2745 -0.0944 -1.6364 -1.6050 0.3259 -1.5637 -0.94
O 1.1121 -0.9031 1.1284 1.1503 0.1297 0.4749 -0.70
C 0.1808 -0.4805 0.2799 -0.3526 3.2293 1.1088 0.01
H 1.9052 -0.3117 1.4129 -2.4956 -0.8818 -1.1993 0.53
H -0.7509 1.5279 -0.7704 -0.1033 0.2039 1.4299 0.21
```
Positions in Å, forces in eV/Å.

Entry 2:
DFT (wB97M-V/def2-TZVPD) results for a cluster of 3 separate species, C5H10S2 in total in a non-equilibrium geometry.

Calculated values
- SMILES = CC(=S)S.[H][H].C#CC
- orbital gap (eV) = 8.53
- HOMO energy (eV) = -8.7

```
17
Properties=species:S:1:pos:R:3:forces:R:3:nbo_charge:R:1
S -1.6083 0.9287 -1.3158 0.1570 0.1026 -0.0521 0.06
S -1.6278 -1.7105 0.1235 -0.6052 0.4177 0.1565 0.02
C 1.6889 1.3725 0.9587 1.0079 0.5214 -0.0444 0.01
C 0.8766 1.9625 1.5959 -0.7743 -0.3137 0.5035 -0.26
C -3.6463 0.1491 0.3040 1.3633 -1.5727 3.0592 -0.69
C -2.3221 -0.0886 -0.2936 0.9805 -1.1163 -0.9806 -0.25
C 2.7930 0.8534 0.1989 0.7518 -0.5629 -0.5978 -0.70
H 1.4280 3.1500 -3.7516 -0.9498 0.4094 0.1762 0.00
H -0.9157 -1.9657 -0.9836 0.0384 0.4388 0.0196 0.15
H -3.5577 -0.1520 1.4222 -0.2955 0.8171 -1.4932 0.23
H 3.6794 1.5190 0.1284 -0.5964 -0.2694 0.5078 0.24
H 3.0992 -0.1361 0.6043 -0.0984 0.6037 -0.4896 0.24
H -3.8917 1.1542 0.1674 -0.7614 1.4208 -0.0251 0.24
H 2.4471 0.7723 -0.8304 0.1046 -0.4880 -0.1622 0.24
H 0.0738 2.2057 2.2255 -0.4361 0.5060 0.2793 0.23
H -4.3510 -0.5516 -0.0627 -0.8344 -0.5005 -0.6867 0.25
H 0.7284 3.4514 -3.6202 0.9479 -0.4141 -0.1704 0.00
```
Positions in Å, forces in eV/Å.

Entry 3:
DFT (wB97M-V/def2-TZVPD) results for a cluster of 2 separate species, C5H14NO in total in a non-equilibrium geometry.

Calculated values
- orbital gap (spin up / spin down) (eV) = 4.23 / 10.02
- HOMO energy (spin up / spin down) (eV) = -3.3 / -9.4
- spin multiplicity = 2
- <S²> = 0.751

```
21
Properties=species:S:1:pos:R:3:forces:R:3:nbo_charge:R:1
O 4.0548 0.1068 0.0576 -0.2601 -0.0541 -0.2405 -1.00
N 0.8944 0.9049 1.0348 0.3086 0.2996 -0.6737 -1.07
C 0.0716 1.6886 0.0023 0.6473 -1.8118 -0.2458 -0.28
C -1.6089 -0.1859 -0.7303 0.3601 -0.9232 -0.6918 -0.21
C -0.4305 0.7016 -1.0761 -0.6986 0.7722 1.7456 -0.45
C -1.7333 -1.1019 0.2314 -0.1752 0.5232 0.3585 -0.18
C -2.6199 -2.3094 0.1036 -0.5553 0.3626 -0.0919 -0.65
H -2.7073 -2.9127 1.0051 0.1200 0.1637 0.0912 0.22
H -0.7384 2.1835 0.5087 0.0486 0.5931 0.0346 0.22
H 4.4251 0.9968 0.0809 0.0766 -0.0249 0.1654 0.46
H 0.4285 0.0606 -1.2810 -0.1152 0.0895 -0.7466 0.23
H 0.5507 -0.0300 1.3006 -0.3350 -0.0544 0.0737 0.36
H -0.7587 1.3326 -1.8966 0.4393 -0.1209 -0.4493 0.22
H -1.2475 -0.9350 1.1820 0.4539 -0.3872 0.0542 0.18
H -3.6249 -1.9768 -0.1728 -0.0382 -0.1865 -0.0076 0.22
H 1.7982 0.7427 0.5556 0.3487 -0.2395 0.3594 0.40
H 1.1259 1.4231 1.9207 -0.0688 0.1861 0.0252 0.25
H -2.2657 -2.9575 -0.6970 0.0555 -0.0336 -0.0038 0.22
H 0.8692 2.2561 -0.4850 -0.6348 0.8240 0.3387 0.21
H -2.2734 -0.3211 -1.5796 0.0088 -0.1109 -0.1757 0.19
H 4.4217 -0.3666 0.8130 0.0137 0.1329 0.0799 0.47
```
Positions in Å, forces in eV/Å.